No. 1
The following is a DFT calculation (ωB97M-V/def2-TZVPD) of a cluster of 9 separate species, C34H81N5O5 in total.

The geometry in XYZ format:
```
125
Properties=species:S:1:pos:R:3:mulliken_spin:R:1
C -2.749 2.641 2.740 0.001
C -2.479 1.902 1.347 0.000
C -0.909 1.924 1.095 0.005
C -0.400 0.827 0.014 0.002
C 1.154 0.759 -0.342 0.000
C 1.502 -0.217 -1.540 0.000
H -2.119 2.346 3.579 0.000
H -3.738 2.476 3.168 0.000
H -2.775 3.712 2.537 0.000
H -2.675 0.838 1.484 0.000
H -3.014 2.326 0.497 0.000
H -0.335 1.860 2.020 -0.003
H -0.603 2.885 0.681 0.001
H -0.632 -0.156 0.424 0.000
H -0.902 1.197 -0.879 0.000
H 1.472 1.790 -0.495 0.000
H 1.663 0.407 0.555 0.000
H 0.952 0.200 -2.383 0.000
H 2.520 -0.138 -1.920 0.000
H 1.320 -1.257 -1.269 0.000
C -0.725 -7.618 -1.934 0.000
C 0.717 -8.044 -1.739 0.000
C 1.474 -7.123 -0.779 0.000
C 1.878 -5.717 -1.388 0.000
C 3.107 -5.194 -0.567 0.000
C 3.332 -3.726 -0.855 0.000
H -1.143 -8.215 -2.745 0.000
H -0.799 -6.542 -2.093 0.000
H -1.203 -7.876 -0.988 0.000
H 0.810 -9.088 -1.441 0.000
H 1.407 -8.000 -2.582 0.000
H 2.314 -7.626 -0.299 0.000
H 0.888 -6.848 0.098 0.000
H 2.150 -6.055 -2.388 0.000
H 1.160 -4.901 -1.470 0.000
H 2.899 -5.193 0.503 0.000
H 3.983 -5.825 -0.716 0.000
H 3.508 -3.590 -1.922 0.000
H 2.519 -3.038 -0.624 0.000
H 4.248 -3.303 -0.445 0.000
C -2.104 -3.024 3.586 0.000
C -2.479 -2.827 5.075 0.000
C -1.282 -2.739 5.979 0.000
C -0.241 -1.744 5.452 0.000
C -0.587 -0.196 5.556 0.000
C 0.618 0.781 5.321 0.000
H -1.695 -2.094 3.191 0.000
H -2.946 -3.279 2.943 0.000
H -1.513 -3.938 3.535 0.000
H -3.095 -1.928 5.112 0.000
H -3.040 -3.711 5.377 0.000
H -0.845 -3.730 6.110 0.000
H -1.545 -2.440 6.994 0.000
H 0.686 -1.889 6.007 0.000
H 0.047 -2.135 4.476 0.000
H -1.318 -0.002 4.771 0.000
H -0.938 0.027 6.563 0.000
H 1.432 0.731 6.045 0.000
H 0.958 0.755 4.286 -0.001
H 0.158 1.731 5.592 0.001
C -4.601 0.364 -2.241 0.000
C -3.371 -0.420 -2.792 0.000
C -3.534 -1.923 -2.501 0.000
C -2.592 -2.788 -3.451 0.000
C -1.035 -2.667 -3.257 0.000
C -0.278 -3.437 -4.367 0.000
H -4.651 0.429 -1.154 0.000
H -5.500 -0.215 -2.454 0.000
H -4.611 1.346 -2.713 0.000
H -3.384 -0.275 -3.873 0.000
H -2.392 -0.014 -2.537 0.000
H -4.475 -2.260 -2.936 0.000
H -3.443 -2.096 -1.428 0.000
H -2.791 -3.857 -3.381 0.000
H -2.833 -2.514 -4.478 0.000
H -0.703 -1.629 -3.258 0.000
H -0.941 -3.176 -2.297 0.000
H -0.654 -4.453 -4.485 0.000
H -0.354 -2.780 -5.234 0.000
H 0.779 -3.542 -4.124 0.000
O -0.532 2.513 -5.493 0.000
C 0.073 1.598 -6.074 0.000
N 0.859 1.878 -7.085 0.000
C -0.140 0.198 -5.627 0.000
H 0.864 2.790 -7.518 0.000
H 1.436 1.130 -7.444 0.000
H 0.444 -0.085 -4.750 0.000
H 0.340 -0.486 -6.326 0.000
H -1.187 -0.075 -5.492 0.000
O 0.499 6.323 3.886 0.808
C 1.040 5.285 4.095 0.013
N 2.025 5.145 4.920 0.035
C 0.649 4.180 3.133 0.121
H 2.511 4.280 5.109 0.000
H 2.437 5.965 5.342 0.001
H -0.063 4.473 2.361 0.010
H 0.155 3.445 3.768 0.000
H 1.514 3.863 2.550 -0.007
O 4.269 3.750 -2.961 0.000
C 3.355 3.138 -3.388 0.000
N 2.104 3.514 -3.015 0.000
C 3.575 1.855 -4.219 0.000
H 1.285 3.168 -3.493 0.000
H 1.984 4.351 -2.463 0.000
H 4.468 1.884 -4.843 0.000
H 2.852 1.760 -5.029 0.000
H 3.653 0.980 -3.575 0.000
O -2.182 8.626 2.617 0.010
C -3.128 7.828 2.818 -0.002
N -3.818 7.953 3.925 0.002
C -3.466 6.770 1.937 0.000
H -3.240 8.359 4.647 0.000
H -4.732 7.548 4.071 0.000
H -4.117 5.992 2.335 0.000
H -2.558 6.333 1.521 0.000
H -4.070 7.346 1.236 0.000
O 3.809 2.484 1.854 0.003
C 4.315 2.574 0.750 0.000
N 4.335 3.645 0.016 0.000
C 5.006 1.344 0.220 0.000
H 4.858 3.609 -0.847 0.000
H 4.009 4.537 0.362 0.000
H 5.471 0.755 1.010 0.000
H 5.875 1.614 -0.380 0.000
H 4.485 0.622 -0.409 0.000
```

Its charge is +1. As for the HOMO-LUMO gap (alpha / beta): 8.5 / 3.3 eV. As for the multiplicity: 2. The HOMO energy (alpha / beta) is -11.5 / -11.5 eV. The expectation value of S² is 0.76.

=====

No. 2
The following is a DFT calculation (ωB97M-V/def2-TZVPD) of a cluster of 10 separate species, C20H41BClO41PS9 in total.

The geometry in XYZ format:
```
114
Properties=species:S:1:pos:R:3:lowdin_charge:R:1
C 6.564 -1.229 0.618 0.026
B 6.018 -0.127 -0.347 -0.551
O 6.588 0.125 -1.584 0.129
O 4.860 0.623 0.027 0.179
C 3.871 0.645 -0.898 -0.626
O 3.709 1.519 -1.699 0.149
O 3.081 -0.472 -0.817 -0.207
P 1.529 -0.197 -0.214 0.599
O 0.869 -1.553 -0.771 -0.320
Cl 1.567 -0.656 1.810 0.252
H 6.336 -2.224 0.231 0.083
H 6.124 -1.087 1.600 0.055
H 7.655 -1.135 0.663 0.079
H 7.359 0.679 -1.418 0.113
H 1.328 -1.768 -1.598 0.079
O -0.960 -0.207 -1.437 -0.288
S -2.279 -0.551 -1.842 0.605
O -3.120 -1.323 -0.997 -0.213
O -2.197 -1.225 -3.286 -0.177
C -3.027 -0.503 -4.218 -0.153
C -3.030 0.917 -3.698 -0.154
O -3.072 0.764 -2.272 -0.182
H -4.024 -0.936 -4.189 0.095
H -2.619 -0.581 -5.223 0.138
H -3.890 1.487 -4.038 0.138
H -2.113 1.447 -3.963 0.133
O 3.036 4.503 3.374 -0.216
S 2.628 5.230 2.224 0.593
O 1.747 6.342 2.348 -0.238
O 2.045 4.210 1.156 -0.180
C 2.755 4.327 -0.091 -0.142
C 4.142 4.775 0.311 -0.141
O 3.908 5.694 1.397 -0.185
H 2.251 5.077 -0.703 0.137
H 2.761 3.377 -0.614 0.108
H 4.676 5.272 -0.493 0.139
H 4.740 3.943 0.686 0.134
O -7.333 -3.171 -3.572 -0.227
S -6.803 -2.152 -2.732 0.594
O -5.993 -1.109 -3.262 -0.227
O -6.059 -2.847 -1.522 -0.179
C -6.608 -2.401 -0.269 -0.137
C -8.052 -2.077 -0.589 -0.144
O -7.986 -1.489 -1.907 -0.179
H -6.051 -1.519 0.049 0.135
H -6.506 -3.182 0.479 0.140
H -8.500 -1.381 0.115 0.096
H -8.663 -2.979 -0.648 0.141
O -8.828 -2.920 -9.692 -0.221
S -8.652 -1.801 -8.835 0.594
O -8.453 -0.497 -9.360 -0.223
O -7.492 -2.144 -7.795 -0.186
C -7.974 -2.021 -6.446 -0.163
C -9.450 -2.339 -6.545 -0.154
O -9.855 -1.739 -7.785 -0.189
H -7.809 -0.994 -6.114 0.137
H -7.446 -2.703 -5.790 0.104
H -10.027 -1.929 -5.721 0.136
H -9.624 -3.415 -6.610 0.137
O 4.521 -5.202 2.108 -0.211
S 4.791 -4.057 2.903 0.607
O 5.778 -3.111 2.515 -0.229
O 5.044 -4.526 4.403 -0.237
C 4.128 -3.874 5.288 -0.156
C 2.897 -3.614 4.441 -0.163
O 3.428 -3.258 3.161 -0.213
H 4.585 -2.942 5.629 0.137
H 3.922 -4.512 6.143 0.137
H 2.278 -2.808 4.826 0.134
H 2.292 -4.516 4.326 0.135
O 8.657 -6.711 5.602 -0.208
S 8.287 -5.375 5.901 0.622
O 7.234 -4.725 5.208 -0.208
O 9.607 -4.470 5.865 -0.183
C 9.795 -3.802 7.117 -0.163
C 9.167 -4.731 8.136 -0.164
O 8.003 -5.241 7.474 -0.188
H 9.278 -2.841 7.077 0.134
H 10.854 -3.637 7.295 0.135
H 8.881 -4.223 9.053 0.134
H 9.825 -5.570 8.374 0.134
O 7.963 -0.255 -3.442 -0.217
S 7.947 0.618 -4.559 0.616
O 7.208 1.829 -4.540 -0.209
O 7.555 -0.229 -5.857 -0.182
C 8.570 -0.112 -6.861 -0.161
C 9.848 0.112 -6.079 -0.164
O 9.451 0.964 -4.997 -0.188
H 8.333 0.745 -7.494 0.134
H 8.599 -1.014 -7.466 0.135
H 10.624 0.594 -6.667 0.135
H 10.232 -0.821 -5.661 0.134
O -12.518 -0.148 1.385 -0.204
S -11.139 0.178 1.403 0.608
O -10.148 -0.820 1.184 -0.236
O -10.817 0.957 2.754 -0.182
C -10.231 2.238 2.470 -0.150
C -10.812 2.622 1.125 -0.152
O -10.854 1.382 0.399 -0.183
H -9.148 2.118 2.421 0.136
H -10.482 2.944 3.256 0.138
H -10.203 3.346 0.592 0.138
H -11.832 3.000 1.218 0.135
O -3.742 6.266 2.873 -0.227
S -3.151 6.305 4.165 0.591
O -3.872 5.876 5.311 -0.226
O -2.589 7.781 4.410 -0.190
C -1.185 7.735 4.713 -0.152
C -0.682 6.509 3.982 -0.164
O -1.750 5.553 4.139 -0.183
H -1.071 7.637 5.794 0.133
H -0.701 8.649 4.379 0.136
H 0.239 6.115 4.398 0.127
H -0.545 6.702 2.921 0.118
```

The SMILES is CB(O)OC(=O)OP(O)Cl.O=S1(=O)OCCO1.O=S1(=O)OCCO1.O=S1(=O)OCCO1.O=S1(=O)OCCO1.O=S1(=O)OCCO1.O=S1(=O)OCCO1.O=S1(=O)OCCO1.O=S1(=O)OCCO1.O=S1(=O)OCCO1. As for the HOMO-LUMO gap: 9.6 eV. The HOMO energy is -9.3 eV. Its energy above the lowest of the compared OMol25 structures with the same formula, charge and spin is 0.0 kJ/mol.

=====

No. 3
The following is a DFT calculation (ωB97M-V/def2-TZVPD) of a cluster of 3 separate species, C5H12N2O in total.

The geometry in XYZ format:
```
20
Properties=species:S:1:pos:R:3:lowdin_charge:R:1
O 0.364 0.266 2.345 0.042
C -0.537 0.702 1.656 -0.282
C -0.457 1.618 0.546 -0.104
C -0.097 -2.128 1.036 -0.082
C 0.108 -2.607 -0.252 -0.053
C 1.375 0.370 -1.657 -0.279
N 0.254 0.292 -2.497 -0.048
N -1.117 1.423 -0.618 0.007
H -1.568 0.343 1.826 0.125
H 0.150 2.511 0.423 0.126
H 0.712 -2.013 1.743 0.051
H -1.137 -1.921 1.341 0.055
H 0.314 -1.884 -1.047 0.014
H -0.068 -3.618 -0.621 0.042
H 1.900 -0.598 -1.544 0.083
H 2.058 1.192 -1.896 0.076
H 1.228 0.604 -0.583 0.057
H 0.358 0.614 -3.451 0.041
H -0.667 0.837 -1.426 0.022
H -1.898 2.038 -0.794 0.108
```

As for the HOMO-LUMO gap: 4.9 eV. The HOMO energy is -7.1 eV. Its energy above the lowest of the compared OMol25 structures with the same formula, charge and spin is 1110.8 kJ/mol.

=====

| no. | strongest force on any atom (eV/A) |
| --- | --- |
| 1 | 4.53 |
| 2 | 2.09 |
| 3 | 4.13 |